Density functional theory data (ωB97M-V with the def2-TZVPD basis set) for the molecule C6H12O4 at a distorted geometry.

```
22
Properties=species:S:1:pos:R:3:lowdin_charge:R:1
O -0.186 -0.101 -2.049 -0.10
O -1.009 -0.316 2.151 -0.10
O -0.012 -1.421 0.671 -0.10
O 0.425 0.728 -3.086 -0.04
C 1.614 0.239 -0.483 -0.15
C -2.088 0.574 2.218 -0.14
C -0.492 -0.148 0.791 -0.43
C 0.936 -0.672 -1.486 -0.40
C 0.321 -1.802 -0.724 -0.07
C 0.673 0.875 0.601 -0.08
H 1.694 -1.165 -2.078 0.15
H -2.828 0.587 1.393 0.11
H 1.335 0.683 1.562 0.14
H 1.990 1.103 -1.195 0.14
H -0.053 1.645 -2.913 0.16
H 1.012 -2.585 -0.669 0.11
H -1.372 -0.149 0.066 0.16
H 0.476 2.169 0.420 0.19
H -1.716 1.563 2.525 0.09
H -2.465 0.552 3.206 0.07
H -0.740 -2.116 -0.952 0.16
H 2.484 -0.242 0.031 0.13
```

The value obtained for the molar mass is 148.2 g/mol. The HOMO energy comes out at -9.54 eV. The energy relative to the best compared isomer or geometry (same formula, charge and spin) is 710.00 kJ/mol. As for the SMILES: CO[C@H]1CC[C@H](OO)CO1. Its orbital gap is 10.13 eV. The spin multiplicity is 1.